# ClH10O5

A molecular structure, ClH10O5 (ωB97M-V/def2-TZVPD, the OMol25 dataset).

Results
Relative energy (zero: lowest compared OMol25 entry of this formula, charge and spin), kJ/mol: 279.9
Charge: -1
Lowest unoccupied orbital energy, eV: 3.67
Kohn-Sham gap, eV: 9.657
E, a.u.: -842.41014

```
16
ClH10O5 ωB97M-V/def2-TZVPD
Cl -0.1567 0.6360 0.1874
O 1.6608 1.3665 -1.4581
H 1.4871 2.3008 -1.5729
H 0.9421 1.0545 -0.9082
O -1.7396 -1.5075 0.3671
H -1.4804 -0.6362 0.0674
H -2.4363 -1.7707 -0.2342
O 2.1014 0.2571 1.2916
H 2.7129 -0.1504 0.6782
H 1.2578 0.2350 0.8399
O 1.0516 -1.2622 -1.4736
H 0.6548 -0.6909 -0.8160
H 0.6810 -2.1266 -1.2957
O -2.4170 1.0896 1.5754
H -2.7254 0.1873 1.6596
H -1.5939 1.0177 1.0921
```